[1]
This record from OMol25 describes a structure of composition C3H3IrO in a non-equilibrium geometry. The level of theory is ωB97M-V with the def2-TZVPD basis set.

Positions of all 8 atoms, in Å:
C: 0.25 -0.52 -1.22
C: 0.06 0.83 -1.91
C: 0.91 0.63 -0.70
H: -0.87 1.41 -1.85
H: 0.56 0.96 -2.88
H: 1.98 0.87 -0.65
O: 0.22 0.54 1.10
Ir: -0.58 -1.04 0.51

Results
Orbital gap (alpha / beta) = 7.2 / 7.8 eV
Net charge = +1
2S+1 = 6
E_LUMO (alpha / beta) = -6.320 / -8.159 eV
E_HOMO (alpha / beta) = -13.55 / -15.97 eV

***

[2]
This record from OMol25 describes a structure of composition C4H4NaO in a non-equilibrium geometry. The level of theory is ωB97M-V with the def2-TZVPD basis set.

Positions of all 10 atoms, in Å:
C: -2.59 0.57 -0.13
C: -1.78 -0.44 0.35
C: -0.54 -0.54 0.69
H: -2.85 0.62 -1.20
H: -3.18 1.17 0.57
C: 0.14 1.01 0.22
O: 1.29 0.73 -0.52
Na: 1.42 -1.30 -0.77
H: 0.37 1.42 1.23
H: -0.32 1.92 -0.23

Results
Orbital gap (alpha / beta) = 3.7 / 3.7 eV
Net charge = -1
2S+1 = 1
E_LUMO (alpha / beta) = 2.093 / 2.092 eV
Relative energy (zero: lowest compared OMol25 entry of this formula, charge and spin) = 66.1 kcal/mol
E_HOMO (alpha / beta) = -1.65 / -1.65 eV

***

[3]
This record from OMol25 describes the molecule C6H8 in a non-equilibrium geometry. The level of theory is ωB97M-V with the def2-TZVPD basis set.

Positions of all 14 atoms, in Å:
C: -1.89 -0.09 0.26
C: -1.06 1.01 -0.08
C: 2.36 -0.07 -0.02
C: 1.07 -0.11 0.37
C: -1.49 -1.20 -0.28
C: 0.25 0.89 -0.12
H: -2.53 0.03 1.03
H: -1.57 1.97 -0.32
H: 3.20 -0.77 0.39
H: 2.58 0.77 -0.67
H: 0.69 -0.76 1.15
H: -1.90 -2.19 -0.14
H: -0.66 -1.13 -0.94
H: 0.95 1.66 -0.64

Results
Orbital gap = 9.2 eV
2S+1 = 1
E_LUMO = 0.902 eV
Relative energy (zero: lowest compared OMol25 entry of this formula, charge and spin) = 49.4 kcal/mol
SMILES = C=C/C=C\C=C
E_HOMO = -8.28 eV

***

[4]
This record from OMol25 describes the ion C22H23BrFN2O2 with charge +1. The level of theory is ωB97M-V with the def2-TZVPD basis set.

Positions of all 51 atoms, in Å:
C: 0.52 4.58 1.05
C: 0.98 3.26 0.44
H: 2.00 3.03 0.75
H: 0.93 3.31 -0.66
O: 0.09 2.25 0.90
C: 0.17 1.01 0.41
C: 1.20 0.55 -0.41
C: 1.24 -0.76 -0.86
C: 0.24 -1.65 -0.50
C: -0.79 -1.20 0.31
C: -0.86 0.11 0.78
O: -1.87 0.41 1.62
C: -2.70 1.53 1.30
C: -3.57 1.20 0.12
C: -4.82 0.62 0.29
C: -5.59 0.25 -0.80
C: -5.12 0.45 -2.09
C: -3.87 1.01 -2.29
C: -3.12 1.37 -1.18
F: -1.89 1.92 -1.39
H: -3.47 1.18 -3.28
H: -5.71 0.16 -2.94
H: -6.56 -0.20 -0.65
H: -5.19 0.46 1.29
H: -2.10 2.42 1.11
H: -3.31 1.68 2.19
Br: -2.19 -2.39 0.81
H: 0.21 -2.67 -0.86
C: 2.38 -1.24 -1.71
H: 2.02 -1.63 -2.67
H: 3.08 -0.43 -1.91
N: 3.12 -2.34 -1.02
H: 3.88 -2.67 -1.62
H: 2.46 -3.11 -0.87
C: 3.68 -1.94 0.31
C: 4.67 -0.81 0.15
C: 4.46 0.41 0.78
C: 5.39 1.42 0.60
N: 6.46 1.28 -0.16
C: 6.67 0.12 -0.75
C: 5.81 -0.96 -0.63
H: 6.04 -1.89 -1.13
H: 7.57 0.06 -1.35
H: 5.28 2.38 1.08
H: 3.60 0.56 1.42
H: 2.85 -1.63 0.95
H: 4.17 -2.81 0.75
H: 1.98 1.23 -0.71
H: 1.20 5.37 0.75
H: 0.51 4.51 2.13
H: -0.48 4.83 0.71

Results
Orbital gap = 8.2 eV
Net charge = +1
2S+1 = 1
E_LUMO = -3.080 eV
Relative energy (zero: lowest compared OMol25 entry of this formula, charge and spin) = 0.0 kcal/mol
SMILES = CCOc1cc(C[NH2+]Cc2ccncc2)cc(Br)c1OCc1ccccc1F
E_HOMO = -11.32 eV

***

[5]
This record from OMol25 describes a structure of composition C26H34HgNO2 in a non-equilibrium geometry. The level of theory is ωB97M-V with the def2-TZVPD basis set.

Positions of all 64 atoms, in Å:
C: -0.05 2.42 1.71
C: -0.62 2.38 0.40
C: -1.51 1.24 0.33
H: -0.38 3.06 -0.44
C: -1.46 0.55 1.62
C: -0.53 1.29 2.46
H: -2.03 -0.35 1.91
C: 3.00 0.56 -0.03
C: 2.36 1.63 -0.74
C: 1.40 1.07 -1.63
H: 2.45 2.70 -0.49
C: 1.49 -0.37 -1.53
C: 2.48 -0.70 -0.52
H: -2.11 0.92 -0.54
H: -0.27 1.01 3.50
H: 0.73 3.12 2.03
H: 2.80 -1.72 -0.23
H: 0.65 1.62 -2.25
H: 3.86 0.60 0.65
Hg: 0.51 0.02 0.59
C: 0.71 -1.40 -2.35
C: 1.72 -2.45 -2.84
C: 0.00 -0.70 -3.53
H: 2.49 -1.94 -3.42
H: 1.18 -3.18 -3.46
H: 2.17 -2.97 -1.99
H: 0.76 -0.23 -4.17
H: -0.71 0.06 -3.17
H: -0.55 -1.46 -4.10
C: -0.35 -2.03 -1.39
C: -1.18 -3.19 -1.96
H: -1.06 -1.22 -1.09
H: 0.14 -2.40 -0.47
O: -0.88 -3.86 -2.94
N: -2.34 -3.43 -1.26
C: -2.90 -2.65 -0.16
H: -2.90 -4.19 -1.64
C: -3.75 -1.47 -0.63
C: -4.42 -0.72 0.35
H: -4.31 -1.00 1.40
C: -5.22 0.37 -0.02
H: -5.74 0.94 0.75
C: -5.34 0.72 -1.38
H: -5.97 1.57 -1.67
C: -4.66 -0.02 -2.36
H: -4.75 0.24 -3.42
C: -3.87 -1.12 -1.99
H: -3.35 -1.72 -2.76
H: -2.09 -2.27 0.49
H: -3.53 -3.33 0.44
C: 4.14 0.45 3.22
C: 3.23 1.60 2.90
C: 2.43 2.00 4.12
C: 3.87 2.79 2.22
O: 2.30 1.08 2.04
H: 4.80 0.83 3.98
H: 4.72 0.09 2.37
H: 3.56 -0.39 3.61
H: 3.17 2.34 4.82
H: 1.71 2.79 3.90
H: 1.88 1.15 4.50
H: 4.41 2.54 1.31
H: 3.13 3.55 1.96
H: 4.55 3.19 2.95

Results
Orbital gap = 5.0 eV
Net charge = -1
2S+1 = 1
E_LUMO = 2.582 eV
Relative energy (zero: lowest compared OMol25 entry of this formula, charge and spin) = 56.0 kcal/mol
E_HOMO = -2.43 eV

***

[6]
This record from OMol25 describes a cluster of 2 separate species, C5H10I2N2S2 in total in a non-equilibrium geometry. The level of theory is ωB97M-V with the def2-TZVPD basis set.

Positions of all 21 atoms, in Å:
C: 1.31 0.52 1.41
C: 1.58 -0.32 0.25
C: -0.69 -0.62 0.85
C: -0.24 0.70 1.44
C: 0.27 -0.99 -0.20
N: -1.88 -0.58 -1.74
N: 0.13 1.43 -1.06
S: -0.45 2.16 0.24
S: -0.39 -0.38 -1.89
I: -3.12 2.45 0.19
I: 1.06 -3.42 -2.88
H: 1.80 -0.03 2.28
H: 1.74 1.57 1.38
H: 2.05 0.08 -0.57
H: 2.24 -1.13 0.50
H: -0.64 -1.45 1.54
H: -1.77 -0.65 0.44
H: -0.74 1.07 2.32
H: 0.30 -2.00 -0.30
H: -2.52 -0.55 -2.43
H: -0.05 2.15 -1.75

Results
Orbital gap (alpha / beta) = 4.0 / 4.0 eV
2S+1 = 1
E_LUMO (alpha / beta) = -2.920 / -2.919 eV
Relative energy (zero: lowest compared OMol25 entry of this formula, charge and spin) = 44.2 kcal/mol
E_HOMO (alpha / beta) = -6.96 / -6.96 eV